1.
63
Properties=species:S:1:pos:R:3:forces:R:3 method="wB97M-V/def2-TZVPD" smiles="NC(=O)[C@H]1C[C@@]2(CC(c3cccc(NC(=O)COc4ccc(Cl)cc4)c3)=NO2)CN1C(=O)c1ccc(Cl)cc1" homo_ev=-8.646 fmax_ev_per_a=1.10 e_tot_ev=-70669.24325
C 6.131 -1.446 -0.628 0.01 0.25 0.03
C -6.161 1.542 -1.240 -0.05 0.04 -0.08
O 5.658 0.805 -0.206 -0.02 -0.09 -0.01
C -2.405 -1.756 2.337 0.00 0.07 -0.12
H -6.035 2.592 -1.029 -0.01 0.10 0.00
H 5.097 -1.648 -0.400 -0.13 -0.03 0.03
C -3.355 -3.985 1.546 -0.26 0.38 0.16
C -6.525 -1.156 -1.786 0.12 0.01 0.16
C -2.248 -0.593 1.349 0.25 -0.32 -0.23
H -4.461 -2.496 2.647 0.08 0.00 -0.10
H -4.391 -5.649 1.010 0.09 0.06 0.01
C 8.778 -0.884 -1.205 -0.04 -0.28 -0.03
C 6.590 -0.130 -0.562 0.07 -0.29 -0.06
H -5.207 0.898 0.560 0.10 0.03 0.07
N -4.466 -4.687 1.298 -0.43 -0.45 -0.10
C -5.433 -1.789 0.368 0.00 -0.01 -0.16
C 6.055 2.153 -0.095 0.25 0.40 0.01
H 3.040 4.872 1.168 0.02 0.01 0.00
C -5.692 0.589 -0.354 -0.07 -0.17 -0.07
C -3.034 -1.080 0.124 0.39 0.32 -0.08
C -5.860 -0.766 -0.630 -0.23 0.18 -0.05
C -6.987 -0.209 -2.681 0.00 0.09 -0.03
C -6.799 1.136 -2.403 0.09 -0.17 0.16
H -0.089 -0.644 1.699 0.04 -0.03 -0.06
H -3.369 -0.264 -0.513 0.12 -0.08 0.03
H -0.538 -0.242 0.028 0.08 -0.03 -0.01
H -1.552 -2.435 2.262 -0.06 0.07 0.01
H -1.054 3.932 2.011 -0.10 0.08 0.04
C -0.920 1.339 1.459 -0.51 -0.96 -0.12
H 0.790 5.584 1.873 -0.01 0.09 0.02
C -3.663 -2.510 1.898 0.03 -0.28 0.32
O -2.228 -4.428 1.502 0.42 -0.15 -0.04
O -2.921 0.581 1.869 -0.54 -0.58 0.06
H 8.306 1.151 -0.812 0.01 0.11 0.01
H 6.627 -3.486 -1.027 -0.02 -0.10 -0.01
C 7.921 0.145 -0.853 -0.27 0.26 0.10
O 5.046 4.228 0.507 0.15 0.18 0.00
C 8.312 -2.185 -1.266 -0.03 0.23 0.04
H 1.632 0.869 0.726 0.00 -0.14 -0.03
H -5.363 -4.210 1.259 0.12 -0.02 0.00
H 9.811 -0.669 -1.430 0.09 -0.01 -0.02
C 0.163 2.298 1.377 0.48 0.60 0.01
O -6.234 -2.574 0.864 -0.29 0.02 0.06
H 6.853 2.274 0.649 -0.11 -0.01 -0.09
C 0.967 4.550 1.623 -0.13 -0.15 0.00
H -2.412 -1.773 -0.458 0.02 0.10 0.01
C 1.436 1.901 0.978 -0.24 0.09 0.08
C 2.236 4.159 1.227 0.20 0.00 -0.04
H -7.496 -0.508 -3.583 -0.04 0.00 -0.09
H 6.419 2.541 -1.056 -0.06 -0.04 0.13
C 6.985 -2.470 -0.978 0.07 0.08 -0.01
C 4.883 3.041 0.344 0.23 -0.49 -0.15
H -2.483 -1.385 3.357 0.03 0.03 -0.01
H -6.679 -2.207 -1.980 -0.04 -0.10 -0.01
C -0.065 3.637 1.702 0.03 -0.08 -0.03
Cl 9.388 -3.464 -1.705 0.13 -0.16 -0.05
Cl -7.375 2.325 -3.516 -0.06 0.12 -0.12
N 3.729 2.356 0.506 -0.09 -0.53 -0.07
C -0.816 -0.122 1.075 -0.31 0.23 0.16
C 2.474 2.826 0.905 -0.23 0.40 0.13
N -2.084 1.648 1.879 0.52 0.83 0.01
N -4.134 -1.801 0.713 0.05 0.06 0.22
H 3.788 1.362 0.318 0.07 0.22 0.03

***

2.
15
Properties=species:S:1:pos:R:3:forces:R:3 method="wB97M-V/def2-TZVPD" homo_ev="-7.718 / -8.696" fmax_ev_per_a=4.61 e_above_lowest_kj_mol=523.8 e_tot_ev=-156689.62093
O 0.182 1.867 0.646 -0.79 -0.83 1.67
H -2.564 -2.728 -1.140 0.04 -3.29 0.82
C -2.749 -1.795 -1.451 -0.88 4.31 -1.39
H 1.628 -0.999 1.053 -1.23 1.98 1.89
Br -1.492 -0.578 -0.888 0.31 -0.13 -0.40
C 1.032 -0.435 1.949 2.14 -0.80 -1.87
H 0.532 2.775 -1.006 0.64 -0.37 -1.22
H -3.629 -1.254 -1.841 0.38 -1.19 0.43
H 1.400 1.063 -0.808 -0.45 -0.33 -1.26
H 1.976 2.403 -0.070 2.14 1.49 1.02
Br 2.174 0.750 3.054 0.12 -0.32 -0.51
O -1.251 0.850 2.681 0.39 0.42 -0.62
P -0.428 0.588 1.476 0.49 0.29 -0.11
H 0.858 -1.250 2.619 -0.89 -0.28 0.38
C 1.104 2.035 -0.461 -2.41 -0.95 1.16

***

3.
17
Properties=species:S:1:pos:R:3:forces:R:3 method="wB97M-V/def2-TZVPD" smiles="CCO[C@@H](C)C=O" homo_ev=-9.466 fmax_ev_per_a=0.47 e_above_lowest_kj_mol=184.2 e_tot_ev=-9441.13398
C -0.974 0.379 0.345 -0.13 -0.11 0.06
H -1.637 2.059 1.606 0.19 -0.14 -0.19
H 3.004 -0.274 -0.524 -0.19 0.02 0.08
H 1.872 -1.310 -1.423 -0.07 0.16 0.16
H -1.529 2.460 -0.124 0.12 -0.17 0.08
O -1.362 -1.340 -1.299 -0.09 0.46 0.01
C 2.253 -1.062 -0.427 -0.02 0.08 -0.04
H 0.425 -1.558 0.540 0.04 0.20 0.09
H -2.829 1.425 0.475 0.25 0.02 0.01
H -1.268 -0.360 1.100 0.06 -0.01 -0.13
H 1.560 -0.661 1.574 -0.08 -0.02 -0.07
O 0.454 0.520 0.317 0.00 0.14 0.15
H 2.769 -1.958 -0.054 -0.12 0.19 -0.03
H -1.033 0.592 -1.835 -0.11 -0.15 -0.05
C 1.139 -0.725 0.563 0.11 -0.23 0.11
C -1.762 1.666 0.592 0.13 -0.04 -0.07
C -1.196 -0.171 -1.044 -0.10 -0.39 -0.14

***

4.
119
Properties=species:S:1:pos:R:3:forces:R:3 method="wB97M-V/def2-TZVPD" homo_ev=-0.610 total_charge=-2 fmax_ev_per_a=1.07 e_above_lowest_kj_mol=79.4 e_tot_ev=-289839.07472
H 7.067 3.802 1.929 -0.04 0.03 0.04
H -3.196 3.314 -2.850 0.04 0.20 0.02
H -0.569 2.029 3.191 0.06 -0.01 -0.07
C 8.019 -0.768 2.188 -0.10 0.09 -0.12
Se 1.688 -0.714 -2.654 0.18 -0.03 -0.81
H -3.671 -1.520 0.556 0.15 -0.06 0.07
H 4.559 -5.456 4.927 -0.03 -0.06 0.05
H -1.472 -0.060 -3.146 0.11 -0.05 0.04
C 7.737 1.644 -1.181 -0.03 -0.21 0.00
H -5.656 3.872 -1.945 0.00 0.03 -0.16
C 3.706 -3.088 2.681 0.10 0.12 -0.05
C 7.950 3.732 -0.022 0.07 0.03 -0.04
H -2.796 3.037 -4.554 0.02 0.02 -0.13
H 5.676 -3.801 -1.141 -0.01 0.06 -0.04
H 6.864 -4.379 2.897 -0.09 -0.05 0.01
H -4.956 -2.565 -0.086 -0.05 -0.06 -0.03
C -6.552 -0.461 -0.999 0.21 0.08 0.20
H -0.219 4.515 0.205 -0.05 0.01 -0.07
H -4.478 2.891 -3.996 -0.09 0.05 0.01
H 4.662 -6.808 2.867 0.07 -0.04 -0.02
O -3.898 0.939 -2.206 -0.30 -0.08 0.47
C 7.254 3.197 1.052 0.04 0.04 0.18
C 7.950 -2.684 3.634 0.16 0.00 0.11
C -4.637 3.807 -0.043 -0.57 0.79 0.24
H 8.217 -3.156 4.568 0.08 -0.08 0.05
H -3.284 5.430 0.439 0.11 0.00 0.11
H 9.045 -0.888 4.054 0.04 0.02 0.08
H -6.710 4.205 -0.558 -0.09 0.06 0.03
Se 7.409 -1.639 -1.827 -0.07 -0.08 -0.31
C 4.886 -4.068 -1.830 -0.13 0.01 0.25
C 4.337 -5.003 3.970 -0.04 -0.08 0.11
C 6.798 1.894 1.014 0.03 0.06 0.03
H -1.223 3.108 -0.281 0.11 0.02 0.11
H -0.292 -1.532 2.533 -0.02 0.00 0.01
H -1.466 -2.422 -0.280 0.12 0.07 0.06
C 2.561 -4.221 -2.417 -0.19 0.10 -0.05
H 1.770 2.219 1.852 -0.19 0.11 0.07
H 4.187 -5.769 0.674 -0.04 -0.06 -0.04
H -1.799 -0.891 -0.845 -0.23 0.04 0.03
C 3.800 -3.836 1.508 0.02 -0.10 -0.02
H 8.734 3.360 -1.979 0.01 0.02 -0.07
C -4.479 -1.588 -0.166 -0.15 0.33 0.10
C 8.189 2.952 -1.139 0.09 0.21 0.01
Se 1.029 -3.617 0.533 -0.42 0.03 -0.04
H 4.508 -5.358 -4.929 0.01 -0.02 -0.06
H 3.390 -2.053 2.628 0.00 0.02 0.00
C -3.787 0.339 -4.475 0.12 0.25 0.34
H 6.264 -4.690 -3.328 0.10 -0.07 0.00
C 2.902 -4.770 -3.638 0.01 -0.06 -0.03
H -3.351 0.570 -5.442 0.06 0.04 -0.19
H -7.003 -1.447 -1.113 -0.05 -0.09 -0.01
C 4.234 -4.955 -3.963 0.08 0.02 -0.05
H 7.937 1.025 -2.045 -0.05 -0.04 -0.02
H -1.638 -0.466 2.026 -0.07 -0.03 -0.04
H -5.217 2.453 1.492 -0.14 -0.05 0.20
H -4.070 -1.463 -1.163 0.15 -0.10 -0.14
H -7.334 0.259 -0.762 -0.09 0.08 0.04
C -0.226 3.554 -0.331 0.00 0.01 -0.08
N 3.154 0.625 0.852 -0.32 0.56 0.45
C 3.550 -1.380 0.159 0.31 0.04 -0.01
H -3.911 5.488 -1.205 0.01 0.02 -0.15
C -0.293 1.705 2.171 0.04 0.62 0.02
H 6.244 1.498 1.851 -0.01 -0.01 -0.03
O -3.581 2.995 -0.457 0.13 -0.29 -0.15
C 7.172 -3.362 2.710 0.02 -0.09 0.03
C 8.397 -1.402 3.357 0.13 -0.01 0.18
H -6.152 2.551 -0.887 -0.18 -0.17 -0.03
C -6.152 -0.707 1.472 0.19 0.10 -0.31
C 3.551 -3.866 -1.510 0.05 0.01 0.30
H 0.038 3.721 -1.375 -0.05 0.03 -0.03
H 0.672 3.637 2.030 0.00 -0.09 -0.04
C -1.691 0.998 -3.257 -0.45 0.02 0.07
N 4.407 0.618 0.526 -0.03 0.23 -0.10
H 8.312 4.751 0.024 -0.01 0.06 -0.04
H -5.809 4.109 1.780 -0.09 0.11 0.01
C -4.975 3.507 1.422 0.13 -0.02 -0.26
H -6.655 -1.672 1.501 -0.07 -0.11 -0.04
H -6.881 0.075 1.673 -0.07 0.12 0.03
C 3.973 -3.667 3.903 0.03 -0.02 0.08
C -4.169 5.267 -0.172 -0.06 -0.40 0.00
H -1.159 1.357 -4.136 0.05 -0.03 -0.03
O -4.878 0.788 0.165 0.18 0.36 0.03
H -1.312 1.512 -2.376 0.18 0.04 -0.01
H -4.100 3.702 2.036 0.14 0.05 0.14
C 5.221 -4.596 -3.063 0.22 -0.07 -0.10
N 2.616 -0.556 0.655 0.06 -0.30 0.21
H 8.385 0.223 1.956 -0.01 0.01 0.10
C 6.776 -2.721 1.554 0.04 0.04 -0.08
O 0.782 2.715 0.195 -0.02 -0.36 -0.13
C 7.158 -1.408 1.310 -0.04 0.11 -0.19
H -4.956 5.945 0.153 -0.07 0.10 0.03
H -1.180 1.723 1.526 -0.05 0.01 0.12
C -5.880 3.599 -0.917 0.30 0.02 0.10
C 4.413 -5.756 2.809 0.11 -0.20 0.12
C 4.730 -0.614 0.082 -0.09 -0.11 -0.07
H 1.527 -4.030 -2.171 -0.02 0.04 0.02
H -5.395 -0.687 2.251 0.10 0.02 0.13
P 6.496 -0.645 -0.208 0.49 -0.22 0.17
Si -3.517 1.333 -0.634 -0.31 0.20 -0.08
O 0.222 0.392 2.225 0.25 -0.03 -0.52
H -0.908 -1.965 -1.769 0.31 0.00 0.00
H -4.867 0.471 -4.519 -0.12 0.07 -0.05
C 4.145 -5.179 1.580 0.14 0.16 -0.20
Cd 0.645 -0.076 -0.549 -0.36 -0.04 0.13
H -6.079 -0.162 -1.930 0.02 -0.02 -0.17
C -5.484 -0.468 0.106 -0.70 -0.81 0.11
H -1.010 -0.372 3.698 0.02 -0.02 -0.07
C 0.785 2.627 1.600 -0.02 -0.09 0.47
H -3.580 -0.702 -4.242 0.06 -0.14 0.05
H 3.881 -3.083 4.809 0.04 0.05 0.02
C -3.434 2.724 -3.730 -0.03 -0.31 0.09
O -2.161 0.816 -0.105 0.71 -0.35 0.15
C 7.037 1.105 -0.111 -0.05 -0.15 -0.10
C -0.738 -0.543 2.643 -0.19 -0.17 0.13
N -1.116 -1.647 -0.829 -0.49 -0.01 0.10
H 6.162 -3.238 0.829 0.05 -0.01 0.08
H 2.129 -5.025 -4.349 -0.09 0.01 -0.03
C -3.195 1.246 -3.384 0.28 0.14 -0.94
P 3.009 -3.090 0.041 0.17 -0.26 -0.10